C6H14NO | ωB97M-V/def2-TZVPD

CARTESIAN COORDINATES (ANGSTROEM)
C  0.17193  -0.39895  1.44870
C  1.34399  -0.76529  0.44115
C  1.20177  -0.15396  -0.94243
C  1.48715  -1.00356  -1.94634
C  0.57640  1.78433  -2.41831
C  1.03047  1.26719  -1.25091
N  -1.21992  -0.71455  0.84028
H  -0.10206  0.64331  1.50761
H  0.45113  -0.78618  2.48665
H  1.51481  -1.86819  0.35423
H  2.23166  -0.16430  0.86882
H  1.35717  -2.16246  -1.89802
H  1.78591  -0.69908  -2.90389
H  0.32194  1.37257  -3.42671
H  0.90647  2.80760  -2.65109
H  1.58262  1.88957  -0.61750
H  -1.31299  -0.79353  -0.21644
H  -1.75454  0.07920  1.16337
H  -1.71743  -1.66181  1.10915
H  -3.89065  0.78145  2.34157
H  -3.00893  -0.05026  3.27576
O  -2.95691  0.59690  2.43433

Forces on the atoms, in the same order (eV/Å):
C 0.8 -0.6 -1.0
C -0.5 2.2 1.2
C -0.1 -2.0 -1.0
C -1.1 -2.5 0.7
C 1.8 0.6 -0.8
C -0.2 -0.7 -1.9
N -0.8 -4.0 -0.6
H 1.7 0.8 0.4
H -1.3 0.1 -1.5
H 0.0 1.1 0.4
H -0.9 -1.5 -0.3
H 0.8 2.2 0.5
H -0.1 0.7 -1.3
H -0.5 -0.7 1.6
H -0.6 0.0 0.7
H 0.3 1.4 1.1
H 1.1 0.6 1.3
H -1.4 -0.2 0.2
H 1.2 2.4 0.0
H -0.5 0.5 -0.4
H 0.5 2.2 -2.7
O -0.1 -2.5 3.2

Computed properties:
**Largest force on an atom**: 4.17 eV/Å
**Calculated total energy**: -366.65724 hartree
**Net charge**: +1
**E_HOMO**: -12.37 eV
**LUMO level**: -3.39 eV
**HOMO-LUMO gap**: 0.3299 Ha